1.
# C14H32IrNO2P2Si

A structure of composition C14H32IrNO2P2Si in a non-equilibrium geometry (ωB97M-V with the def2-TZVPD basis set, the Open Molecules 2025 dataset).

Summary:
spin multiplicity	6
E_HOMO (alpha / beta)	-15.46 / -19.28	eV
charge	+3
⟨S²⟩	8.76

Cartesian coordinates (Å):
Ir 0.14896 0.89424 0.64101
P -1.95940 0.31385 -0.03369
C -2.08957 0.79124 -1.83567
C -0.77421 1.33271 -2.29134
N 0.30205 1.33435 -1.44583
C 1.53002 1.52554 -1.96474
C 1.65619 2.21811 -3.16636
C 0.54318 2.49914 -3.91423
C -0.68852 2.01340 -3.51453
C 2.71483 1.11823 -1.13391
P 2.17588 -0.18572 0.10227
H -1.60544 2.14550 -4.07460
H 2.64388 2.62827 -3.41846
H 0.60281 3.08993 -4.84403
H 3.53457 0.74313 -1.75804
H 3.08047 1.98404 -0.56308
H -2.38629 -0.09453 -2.43711
H -2.93856 1.48340 -1.93544
H -1.02987 -2.32252 -2.71446
O -1.31523 -2.25339 -3.59971
H -2.26800 -2.43206 -3.57060
H -0.32586 -2.78297 0.53755
O -0.23171 -3.08571 -0.35244
H -0.22156 -4.04402 -0.41620
C 2.54957 -1.70273 -0.88310
H 3.35566 -1.51057 -1.61584
H 2.88115 -2.52021 -0.23585
H 1.66014 -2.03679 -1.42278
C 3.55436 -0.17115 1.29983
H 3.60209 -1.12387 1.83313
H 4.52578 -0.00585 0.81978
H 3.39856 0.62170 2.03415
C -2.94376 1.70660 0.69611
H -3.93502 1.77810 0.23323
H -3.07278 1.59927 1.78176
H -2.40320 2.64534 0.51736
C -3.10358 -1.12924 0.13654
H -3.43855 -1.27549 1.17360
H -3.99878 -0.96398 -0.48749
H -2.61039 -2.04551 -0.21896
C -1.72672 -0.82824 3.24090
Si -0.04765 -0.20916 2.56170
C 0.25795 1.62411 2.91795
C 1.21156 -1.39984 3.33471
H -2.53397 -0.09197 3.12281
H -1.55903 -0.99771 4.31759
H -2.01891 -1.78016 2.77079
H 0.30461 1.50105 4.01692
H 1.21871 2.01405 2.55448
H -0.56098 2.30157 2.64843
H 0.79967 -1.70032 4.31035
H 1.36034 -2.30394 2.72630
H 2.17458 -0.90915 3.51926

Force components x, y, z for each atom (eV/Å):
0.565 0.703 -2.168
-3.751 0.549 -0.786
0.707 -1.018 0.444
-1.671 0.288 -0.525
-1.180 -1.051 2.637
2.228 -0.147 -0.076
1.030 0.813 -0.186
-0.419 1.368 -2.430
0.144 -0.071 0.106
-0.942 -0.111 0.026
3.278 -0.097 -1.273
0.132 0.064 -0.256
-0.410 -0.393 -0.195
0.123 -0.433 0.651
-0.071 0.090 0.219
0.017 0.045 -0.048
0.350 0.194 0.233
0.381 0.130 -0.047
0.610 -0.474 1.677
-0.944 0.653 -1.258
0.312 -0.199 -0.256
-0.118 -0.547 0.954
0.036 0.765 -1.354
-0.063 -0.237 0.427
-0.725 -0.397 -0.226
-0.339 0.309 0.507
-0.209 0.197 0.092
0.156 -0.027 0.042
-0.302 0.123 0.552
-0.047 0.097 -0.117
-0.294 -0.015 -0.242
0.146 0.003 0.013
0.471 0.137 0.513
0.184 -0.199 -0.051
0.020 -0.068 -0.309
-0.192 -0.073 -0.042
0.521 -0.444 0.159
0.217 0.174 -0.363
0.428 0.293 0.118
-0.110 0.217 0.111
0.580 0.650 -0.509
-1.047 -3.724 3.496
0.098 0.727 -0.706
-0.108 0.704 -0.316
0.122 -0.325 0.104
-0.143 -0.018 -0.336
0.113 0.235 0.306
0.046 0.205 -0.186
0.075 0.268 0.536
0.053 0.141 0.494
0.079 0.008 -0.317
0.016 0.181 0.203
-0.154 -0.264 -0.046

These are the Mulliken partial charges, in e, on atoms 1 to 8: Ir 0.548; P 0.755; C -0.967; C 0.167; N -0.113; C 0.594; C -0.281; C -0.959

---

2.
# C45H39AsBrN3O4PReSe2Te2

A structure of composition C45H39AsBrN3O4PReSe2Te2 (ωB97M-V with the def2-TZVPD basis set, the Open Molecules 2025 dataset).

Summary:
spin multiplicity	4
E_HOMO (alpha / beta)	-9.93 / -10.15	eV
charge	+1
⟨S²⟩	3.78

Cartesian coordinates (Å):
Re -0.83781 0.23776 1.60299
Se -0.63703 0.42226 4.13959
Te -2.48388 1.59071 5.21201
Te -4.42487 1.45264 3.30597
Se -3.26061 -0.11788 1.75163
Br -6.00683 5.52929 -0.10220
C -4.44891 4.59238 0.39863
C -3.72505 5.00235 1.50547
C -2.58151 4.30651 1.85958
C -2.14822 3.20900 1.11753
C -2.90127 2.80094 0.02700
C -4.04259 3.49239 -0.33972
N -0.94425 2.52964 1.54083
C 0.01446 3.36320 1.74498
C 1.28601 3.23034 2.47227
C 2.32308 4.08149 2.11281
C 3.48340 4.06793 2.86983
C 3.54002 3.24112 3.97482
C 2.43635 2.44842 4.27013
N 1.33539 2.43544 3.53749
H -4.05972 5.84175 2.09853
H -2.05221 4.58805 2.76188
H -2.62245 1.93330 -0.54591
H -4.61717 3.16914 -1.19717
H -0.14057 4.37476 1.36941
H 2.22022 4.74196 1.26086
H 4.31747 4.70583 2.61082
H 4.41599 3.20955 4.60739
H 2.44183 1.79418 5.13553
O 3.26009 1.06137 1.43914
C 2.48439 0.15975 1.19763
O 1.18436 0.29648 1.29606
C 3.01309 -1.15759 0.69399
C 4.39139 -1.35727 0.70714
C 4.92724 -2.54665 0.24368
C 4.06250 -3.51836 -0.23026
C 2.69265 -3.34611 -0.26095
C 2.17837 -2.15062 0.20637
N 4.62339 -4.78445 -0.74746
O 5.82906 -4.90485 -0.74456
O 3.83798 -5.62056 -1.14644
H 5.02914 -0.57067 1.08369
H 5.99151 -2.72910 0.24179
H 2.05532 -4.12601 -0.65197
H 1.11541 -1.97490 0.15641
C 0.02914 4.81736 -2.52272
C 0.89353 4.21141 -1.62195
C 0.67068 2.90440 -1.21539
C -0.40995 2.18079 -1.71569
C -1.27331 2.79612 -2.61639
C -1.05253 4.10607 -3.01812
As -0.70734 0.35538 -1.07374
C -2.14077 -0.20053 -2.27442
C -3.41644 -0.51009 -1.82228
C -4.41762 -0.86827 -2.71856
C -4.14980 -0.91222 -4.07630
C -2.88003 -0.58710 -4.53951
C -1.88348 -0.23089 -3.64723
C 0.79311 -0.55500 -1.93233
C 2.05925 0.01722 -1.97944
C 3.10441 -0.64403 -2.60998
C 2.89754 -1.88540 -3.19100
C 1.63993 -2.46926 -3.13319
C 0.59445 -1.80860 -2.50656
H 0.19783 5.83919 -2.83561
H 1.74611 4.75777 -1.23780
H 1.34647 2.45585 -0.49524
H -2.13244 2.26649 -3.00488
H -1.73161 4.57020 -3.72130
H -3.65003 -0.47586 -0.76824
H -5.40536 -1.10865 -2.34759
H -4.92572 -1.19496 -4.77536
H -2.66561 -0.60818 -5.59991
H -0.90355 0.03347 -4.02494
H 2.25810 0.97747 -1.52689
H 4.08448 -0.18583 -2.63721
H 3.71291 -2.39769 -3.68473
H 1.47030 -3.44295 -3.57472
H -0.37513 -2.28344 -2.46327
C -1.96308 -2.76282 3.32935
P -0.70868 -2.17067 2.14330
C 0.83199 -2.54784 3.06058
C -0.81909 -3.46911 0.87557
C -0.20762 -4.71050 1.04909
C -0.34809 -5.69540 0.08348
C -1.10983 -5.45485 -1.05359
C -1.73553 -4.22888 -1.22262
C -1.58129 -3.23913 -0.26250
H -1.73771 -3.80427 3.56380
H -2.95724 -2.69824 2.89530
H -1.93389 -2.16650 4.24060
H 0.64512 -3.33920 3.78620
H 1.17146 -1.66167 3.59485
H 1.62399 -2.86180 2.38779
H 0.38769 -4.91306 1.93116
H 0.13772 -6.65298 0.21656
H -1.21547 -6.22671 -1.80439
H -2.34270 -4.03889 -2.09973
H -2.07045 -2.28263 -0.38954

Force components x, y, z for each atom (eV/Å):
0.568 0.311 0.242
0.030 -0.036 -0.113
-0.060 -0.068 -0.012
0.073 0.074 -0.027
-0.287 -0.053 -0.110
-0.014 -0.008 0.005
0.046 0.036 0.023
-0.014 0.004 -0.039
0.037 -0.038 0.037
-0.134 0.000 -0.022
-0.093 -0.116 0.132
-0.016 -0.047 0.009
0.044 -0.147 -0.100
-0.072 0.118 -0.018
-0.006 -0.010 -0.060
0.024 -0.024 0.004
-0.005 0.012 -0.012
0.006 -0.025 -0.012
0.053 -0.069 -0.011
0.078 -0.001 -0.100
0.006 0.008 -0.009
0.051 0.005 -0.022
-0.125 0.052 0.102
-0.001 0.006 -0.006
-0.028 0.012 0.028
-0.021 -0.002 0.009
0.002 -0.007 -0.004
-0.002 -0.010 0.001
0.003 0.009 0.014
-0.102 0.057 0.073
0.173 0.193 -0.167
-0.478 -0.128 0.080
0.069 -0.101 0.194
-0.056 -0.024 0.060
-0.002 -0.037 -0.022
0.056 0.026 0.012
-0.011 0.008 0.027
0.044 -0.009 0.046
0.016 0.052 0.024
-0.001 -0.015 -0.004
-0.024 -0.024 -0.016
0.011 0.012 -0.004
-0.001 -0.004 0.001
0.016 0.023 0.013
0.043 -0.047 0.065
0.013 -0.001 0.019
-0.015 0.035 -0.019
0.040 -0.061 0.042
0.135 0.037 0.093
0.085 -0.001 -0.067
-0.014 -0.026 -0.022
0.055 -0.123 -0.205
0.014 0.075 -0.026
-0.019 -0.029 0.036
0.009 0.000 -0.008
0.013 -0.002 -0.004
-0.014 -0.014 -0.006
0.060 0.039 0.027
-0.032 0.001 -0.078
-0.050 0.043 -0.095
0.007 -0.028 -0.049
0.007 0.050 -0.010
-0.048 0.040 -0.031
-0.032 0.023 -0.018
0.006 -0.003 -0.011
0.008 -0.011 -0.004
-0.012 0.013 0.056
-0.015 -0.016 -0.013
-0.010 0.002 0.011
0.001 0.022 0.036
0.002 -0.008 0.000
-0.003 0.008 0.000
0.000 -0.001 0.001
0.021 -0.027 0.009
-0.009 0.011 -0.039
0.001 0.005 -0.006
0.010 -0.010 0.002
-0.003 -0.010 -0.001
-0.020 0.032 -0.054
0.000 -0.032 -0.017
0.042 0.015 0.102
-0.052 -0.039 0.034
0.044 0.036 -0.052
0.011 -0.001 -0.025
-0.003 -0.009 0.017
-0.002 0.012 -0.022
-0.030 -0.030 0.003
-0.075 -0.050 0.105
0.018 0.010 0.001
-0.008 -0.011 -0.006
-0.018 0.012 -0.002
-0.005 0.002 0.005
0.007 -0.002 0.013
-0.004 -0.001 0.022
0.005 -0.008 -0.019
0.009 0.004 0.002
-0.007 -0.002 0.003
0.011 0.006 0.001
-0.030 0.056 -0.044

These are the Mulliken partial charges, in e, on atoms 1 to 8: Re 0.329; Se 0.026; Te 0.001; Te -0.159; Se 0.009; Br -0.171; C -0.291; C -0.737

---

3.
# C4H11N2S

A structure of composition C4H11N2S in a non-equilibrium geometry (ωB97M-V with the def2-TZVPD basis set, the Open Molecules 2025 dataset).

Summary:
E_HOMO	-2.80	eV
charge	-1

Cartesian coordinates (Å):
N -3.40012 0.66615 0.40414
C -2.44348 0.21084 -0.39318
C 2.60097 0.58830 1.16295
S 3.35645 0.13708 -0.45206
C -1.06805 0.54181 -0.24981
N 0.00561 0.00932 -0.97901
C 0.34372 -1.37827 -0.75138
H -3.90183 1.41638 -0.07761
H 2.38974 1.66776 1.21139
H -2.66324 -0.49557 -1.22183
H 1.65043 0.12118 1.41040
H 3.32902 0.33746 1.92071
H -0.88731 1.33591 0.46956
H -1.51000 -0.44544 0.41464
H 0.84443 0.57803 -0.83263
H 0.52319 -1.63294 0.30089
H -0.44035 -2.06275 -1.06347
H 1.27082 -1.59525 -1.27369

Force components x, y, z for each atom (eV/Å):
0.343 0.578 -0.373
-1.147 0.786 -0.798
0.295 0.600 -0.470
-0.392 0.119 0.030
0.058 -1.525 0.896
-0.039 0.677 -0.168
0.126 -0.609 -0.007
-0.316 -0.541 0.262
0.238 -0.118 0.060
0.288 -0.094 -0.001
-0.162 -0.483 -0.069
-0.022 0.027 0.527
0.091 0.129 -0.037
0.664 0.383 0.549
0.153 -0.340 -0.151
0.072 0.334 0.234
-0.228 0.069 -0.424
-0.022 0.007 -0.061

These are the natural (NBO) partial charges, in e, on atoms 1 to 8: N -0.990; C 0.120; C -0.745; S -0.729; C -0.110; N -0.644; C -0.427; H 0.355

---

4.
# C2H4NPS

An isolated molecule of C2H4NPS in a non-equilibrium geometry (ωB97M-V with the def2-TZVPD basis set, the Open Molecules 2025 dataset).

Summary:
E_HOMO (alpha / beta)	-7.80 / -7.80	eV

Cartesian coordinates (Å):
C 0.73467 0.16750 -0.17282
C -0.35840 -0.43723 0.74969
N 0.16630 1.02344 -1.12843
P -1.06307 1.01740 -1.93889
S -1.54254 -1.41097 -0.02193
H 1.38943 0.81758 0.34039
H 1.34330 -0.42991 -0.81075
H 0.18504 -1.15614 1.53220
H -0.85473 0.40833 1.45054

Force components x, y, z for each atom (eV/Å):
-0.352 0.902 0.771
1.271 0.250 3.618
0.192 0.743 -0.455
-2.046 -1.220 -0.046
-1.096 0.544 -2.009
0.988 0.262 1.349
0.444 -1.550 0.146
-0.722 1.594 -1.657
1.320 -1.524 -1.717

These are the natural (NBO) partial charges, in e, on atoms 1 to 8: C -0.265; C -0.630; N -0.834; P 1.082; S -0.253; H 0.211; H 0.231; H 0.248

---

ΔE to the lowest compared entry with this formula, charge and spin for every record listed, in sequence, given in eV: 0.000 0.000 4.326 2.424.
Molecular weight for every record listed, in sequence, given in u: 528.67 1470.95 119.21 105.10.
Total energy for every record listed, in sequence, given in Ha: -1833.195918 -12771.554110 -666.587588 -872.804227.